{"formula": "C10H11PS2", "method": "ωB97M-V with the def2-TZVPD basis set", "symbols": ["C", "C", "P", "C", "C", "C", "C", "S", "C", "C", "C", "C", "S", "H", "H", "H", "H", "H", "H", "H", "H", "H", "H", "H"], "coordinates": [[1.688, 0.218, 2.665], [0.971, -0.711, 1.712], [1.365, -0.132, -0.218], [0.372, 1.378, -0.386], [-0.668, 1.905, 0.323], [-1.134, 3.122, -0.214], [-0.449, 3.509, -1.320], [0.799, 2.400, -1.723], [0.191, -1.291, -0.994], [-0.325, -2.462, -0.519], [-1.117, -3.143, -1.470], [-1.174, -2.499, -2.662], [-0.265, -1.041, -2.653], [2.763, 0.177, 2.496], [1.358, 1.247, 2.523], [1.489, -0.066, 3.699], [-0.109, -0.697, 1.835], [1.356, -1.726, 1.770], [-1.090, 1.443, 1.198], [-1.950, 3.681, 0.210], [-0.581, 4.374, -1.936], [-0.163, -2.835, 0.475], [-1.625, -4.068, -1.263], [-1.704, -2.785, -3.549]], "smiles": "CCP(c1cccs1)c1cccs1", "e_above_lowest_kcal_mol": 0.0, "homo_ev": -8.31, "orbital_gap_ev": 9.082}


{"formula": "C25H30CoN6OSTe", "method": "ωB97M-V with the def2-TZVPD basis set", "symbols": ["Co", "C", "N", "C", "C", "C", "C", "C", "C", "C", "N", "C", "C", "C", "C", "C", "C", "N", "C", "C", "H", "H", "H", "H", "H", "H", "H", "H", "H", "H", "H", "H", "H", "H", "H", "H", "H", "H", "H", "H", "C", "N", "C", "C", "C", "N", "C", "O", "N", "H", "H", "H", "H", "H", "H", "H", "Te", "C", "C", "C", "C", "S", "H", "H", "H"], "coordinates": [[-0.088, 0.338, 0.042], [-0.537, 0.962, -3.052], [0.310, 0.073, -2.250], [0.133, -1.301, -2.723], [1.714, 0.422, -2.346], [2.322, 0.699, -3.556], [3.667, 1.027, -3.619], [4.417, 1.089, -2.455], [3.838, 0.787, -1.242], [2.483, 0.419, -1.160], [1.843, 0.157, 0.011], [2.402, -0.399, 1.112], [3.620, -1.111, 1.112], [4.129, -1.640, 2.275], [3.456, -1.477, 3.476], [2.230, -0.830, 3.490], [1.675, -0.335, 2.327], [0.363, 0.285, 2.307], [0.431, 1.571, 3.005], [-0.645, -0.548, 2.968], [-0.542, 0.687, -4.111], [-0.192, 1.991, -2.965], [-1.562, 0.909, -2.684], [0.408, -1.390, -3.781], [-0.910, -1.596, -2.611], [0.762, -1.968, -2.140], [1.752, 0.665, -4.473], [4.121, 1.243, -4.573], [5.455, 1.383, -2.493], [4.406, 0.871, -0.329], [4.144, -1.259, 0.179], [5.060, -2.189, 2.251], [3.872, -1.861, 4.393], [1.703, -0.720, 4.427], [0.611, 1.425, 4.076], [-0.510, 2.105, 2.876], [1.245, 2.175, 2.605], [-0.508, -0.577, 4.055], [-0.589, -1.561, 2.582], [-1.633, -0.134, 2.763], [-0.857, -4.489, 0.123], [-1.766, -3.365, 0.073], [-3.102, -3.503, -0.005], [-3.910, -2.416, -0.046], [-3.306, -1.126, 0.002], [-1.984, -0.999, 0.052], [-1.195, -2.098, 0.103], [0.023, -1.991, 0.189], [-4.064, -0.028, 0.013], [-1.415, -5.406, 0.287], [-0.139, -4.335, 0.929], [-0.294, -4.557, -0.810], [-3.490, -4.511, -0.021], [-4.979, -2.519, -0.109], [-5.066, -0.094, -0.018], [-3.622, 0.875, 0.088], [0.095, 2.917, -0.144], [-1.708, 3.975, -0.002], [-2.970, 3.583, -0.363], [-3.934, 4.589, -0.203], [-3.401, 5.746, 0.280], [-1.715, 5.621, 0.545], [-3.180, 2.609, -0.777], [-4.975, 4.467, -0.444], [-3.902, 6.670, 0.491]], "e_above_lowest_kcal_mol": 6.2, "multiplicity": 5, "s2": 6.027, "homo_ev": [-9.29, -9.12], "orbital_gap_ev": [6.703, 4.282], "charge": 1}


{"formula": "C2H6N2O", "method": "ωB97M-V with the def2-TZVPD basis set", "symbols": ["H", "N", "C", "N", "O", "C", "H", "H", "H", "H", "H"], "coordinates": [[-1.426, 1.784, -0.010], [-0.508, 1.370, 0.025], [-0.573, 0.116, -0.132], [-1.651, -0.662, 0.026], [0.442, -0.711, -0.061], [1.706, -0.068, -0.007], [-1.511, -1.672, 0.191], [-2.679, -0.398, -0.152], [1.772, 0.901, -0.663], [1.944, 0.215, 1.094], [2.484, -0.875, -0.311]], "smiles": "[H]/N=C(\\N)OC", "e_above_lowest_kcal_mol": 38.6, "homo_ev": -9.12, "orbital_gap_ev": 10.024}


{"formula": "C39H35Cl2N4P2STl", "method": "ωB97M-V with the def2-TZVPD basis set", "symbols": ["Tl", "S", "C", "N", "N", "C", "C", "C", "C", "C", "C", "N", "N", "C", "C", "C", "C", "C", "C", "H", "H", "H", "H", "H", "H", "H", "H", "H", "H", "H", "Cl", "C", "Cl", "H", "H", "C", "P", "C", "C", "C", "C", "C", "C", "C", "C", "C", "C", "C", "C", "P", "C", "C", "C", "C", "C", "C", "C", "C", "C", "C", "C", "C", "H", "H", "H", "H", "H", "H", "H", "H", "H", "H", "H", "H", "H", "H", "H", "H", "H", "H", "H", "H", "H", "H"], "coordinates": [[-0.496, -0.241, -0.414], [2.493, -0.592, 0.157], [2.423, -0.989, 1.840], [3.525, -1.047, 2.584], [4.681, -0.961, 2.052], [5.846, -0.828, 2.765], [5.839, -0.744, 4.166], [7.024, -0.532, 4.835], [8.219, -0.417, 4.128], [8.232, -0.537, 2.738], [7.053, -0.742, 2.054], [1.304, -1.083, 2.562], [0.126, -1.128, 2.108], [-0.921, -1.090, 2.998], [-0.748, -0.950, 4.389], [-1.842, -0.970, 5.227], [-3.122, -1.127, 4.706], [-3.306, -1.262, 3.333], [-2.222, -1.232, 2.482], [4.754, -0.922, 1.019], [4.901, -0.834, 4.688], [7.027, -0.454, 5.912], [9.142, -0.235, 4.657], [9.158, -0.468, 2.188], [7.046, -0.828, 0.977], [0.255, -0.867, 4.776], [-1.710, -0.889, 6.295], [-3.972, -1.167, 5.371], [-4.304, -1.401, 2.947], [-2.364, -1.350, 1.415], [-3.685, -0.705, -1.052], [-5.270, -0.303, -0.360], [-5.852, -1.609, 0.686], [-5.967, -0.180, -1.188], [-5.168, 0.601, 0.234], [0.879, 4.826, -0.639], [0.785, 2.992, -0.992], [-1.045, 2.825, -1.126], [-1.486, 2.308, -2.349], [-2.838, 2.174, -2.614], [-3.766, 2.523, -1.646], [-3.340, 3.022, -0.426], [-1.989, 3.204, -0.174], [1.230, 2.488, 0.725], [0.385, 2.056, 1.743], [0.900, 1.807, 3.008], [2.257, 1.926, 3.257], [3.114, 2.296, 2.230], [2.602, 2.580, 0.982], [0.605, 5.765, -2.227], [1.694, 4.814, -3.344], [1.134, 4.066, -4.372], [1.933, 3.232, -5.136], [3.288, 3.140, -4.862], [3.848, 3.895, -3.841], [3.060, 4.742, -3.084], [1.444, 7.332, -1.893], [1.375, 7.905, -0.620], [2.044, 9.084, -0.358], [2.742, 9.725, -1.374], [2.771, 9.184, -2.652], [2.110, 8.002, -2.922], [1.883, 5.052, -0.264], [0.134, 5.105, 0.110], [-0.751, 2.056, -3.102], [-3.167, 1.797, -3.568], [-4.822, 2.424, -1.846], [-4.065, 3.280, 0.332], [-1.689, 3.660, 0.758], [-0.684, 1.958, 1.594], [0.231, 1.521, 3.806], [2.642, 1.730, 4.246], [4.175, 2.372, 2.410], [3.259, 2.872, 0.173], [0.075, 4.142, -4.575], [1.498, 2.658, -5.941], [3.911, 2.483, -5.448], [4.906, 3.828, -3.632], [3.500, 5.347, -2.301], [0.804, 7.429, 0.165], [2.017, 9.511, 0.633], [3.250, 10.656, -1.169], [3.305, 9.689, -3.441], [2.124, 7.581, -3.917]], "e_above_lowest_kcal_mol": 38.1, "homo_ev": -11.53, "orbital_gap_ev": 2.314, "charge": 2}


{"formula": "C54H65N7O26S3", "method": "ωB97M-V with the def2-TZVPD basis set", "symbols": ["O", "N", "O", "C", "C", "C", "C", "C", "C", "H", "H", "H", "H", "H", "O", "N", "O", "C", "C", "C", "C", "C", "C", "H", "H", "H", "H", "H", "O", "N", "O", "C", "C", "C", "C", "C", "C", "H", "H", "H", "H", "H", "O", "N", "O", "C", "C", "C", "C", "C", "C", "H", "H", "H", "H", "H", "O", "N", "O", "C", "C", "C", "C", "C", "C", "H", "H", "H", "H", "H", "O", "N", "O", "C", "C", "C", "C", "C", "C", "H", "H", "H", "H", "H", "O", "N", "O", "C", "C", "C", "C", "C", "C", "H", "H", "H", "H", "H", "C", "C", "O", "S", "C", "O", "O", "H", "H", "H", "H", "H", "H", "H", "H", "C", "C", "O", "S", "C", "O", "O", "H", "H", "H", "H", "H", "H", "H", "H", "C", "C", "O", "S", "C", "O", "O", "H", "H", "H", "H", "H", "H", "H", "H", "C", "O", "C", "O", "O", "C", "H", "H", "H", "H", "H", "H"], "coordinates": [[2.750, -1.032, 1.850], [2.668, -0.525, 0.683], [3.480, 0.109, 0.164], [1.353, -0.459, -0.033], [0.121, -0.470, 0.615], [-1.013, -0.572, -0.053], [-1.029, -0.675, -1.483], [0.210, -0.666, -2.142], [1.403, -0.564, -1.385], [0.172, -0.612, 1.685], [-1.969, -0.611, 0.447], [-1.892, -0.888, -2.096], [0.217, -0.820, -3.211], [2.400, -0.505, -1.797], [6.019, -0.752, -6.508], [5.817, -1.927, -6.846], [4.843, -2.233, -7.623], [6.703, -2.972, -6.207], [7.786, -2.630, -5.379], [8.389, -3.580, -4.658], [8.124, -4.931, -4.758], [7.127, -5.379, -5.590], [6.402, -4.381, -6.318], [8.020, -1.578, -5.312], [9.197, -3.282, -4.007], [8.717, -5.643, -4.203], [6.777, -6.401, -5.600], [5.509, -4.693, -6.837], [-3.424, 10.339, 6.285], [-2.462, 9.864, 5.698], [-1.331, 9.994, 6.129], [-2.722, 9.106, 4.497], [-3.599, 9.546, 3.556], [-3.928, 8.763, 2.450], [-3.313, 7.531, 2.392], [-2.319, 7.084, 3.279], [-2.058, 7.906, 4.366], [-4.127, 10.486, 3.626], [-4.613, 9.048, 1.666], [-3.760, 6.825, 1.708], [-1.928, 6.085, 3.402], [-1.349, 7.675, 5.147], [-3.599, 2.079, 7.076], [-4.452, 2.969, 7.262], [-5.449, 3.022, 6.506], [-4.237, 3.988, 8.284], [-5.265, 4.870, 8.651], [-5.028, 5.783, 9.722], [-3.870, 5.646, 10.394], [-2.835, 4.806, 10.071], [-3.028, 3.954, 8.970], [-6.227, 4.657, 8.210], [-5.759, 6.535, 9.978], [-3.870, 6.164, 11.341], [-1.928, 4.837, 10.656], [-2.246, 3.242, 8.750], [2.704, -4.588, 9.787], [2.791, -4.155, 10.917], [2.525, -4.856, 11.902], [3.480, -2.864, 11.085], [3.912, -2.578, 12.367], [4.668, -1.416, 12.546], [4.911, -0.468, 11.505], [4.300, -0.698, 10.278], [3.522, -1.898, 10.060], [3.869, -3.232, 13.225], [5.144, -1.219, 13.495], [5.351, 0.491, 11.736], [4.594, 0.005, 9.512], [3.206, -2.205, 9.075], [0.993, -7.760, -3.696], [1.048, -8.771, -2.981], [1.178, -9.872, -3.357], [1.143, -8.566, -1.555], [1.821, -9.468, -0.723], [1.842, -9.298, 0.663], [1.205, -8.198, 1.253], [0.512, -7.303, 0.429], [0.615, -7.438, -0.972], [2.322, -10.300, -1.195], [2.382, -10.023, 1.254], [1.050, -8.059, 2.312], [-0.241, -6.642, 0.832], [-0.112, -6.886, -1.549], [3.901, 10.594, 0.304], [3.403, 10.215, -0.777], [2.900, 10.954, -1.610], [3.773, 8.846, -1.282], [3.242, 8.387, -2.520], [3.676, 7.191, -3.008], [4.595, 6.418, -2.208], [5.100, 6.769, -0.951], [4.521, 7.993, -0.464], [2.704, 9.034, -3.197], [3.361, 6.799, -3.964], [4.819, 5.441, -2.612], [5.740, 6.178, -0.312], [4.974, 8.254, 0.481], [-7.966, 4.176, -5.784], [-9.003, 5.233, -5.942], [-8.504, 6.364, -5.308], [-9.023, 7.856, -5.692], [-7.887, 8.282, -7.028], [-10.407, 7.776, -6.200], [-8.678, 8.725, -4.562], [-8.218, 3.228, -6.259], [-7.822, 3.984, -4.721], [-7.072, 4.593, -6.248], [-9.193, 5.623, -6.942], [-9.917, 4.939, -5.427], [-8.285, 7.694, -7.855], [-6.947, 7.992, -6.559], [-7.970, 9.308, -7.387], [-2.596, -3.966, -11.665], [-3.653, -4.482, -12.652], [-3.151, -5.622, -13.353], [-4.078, -6.364, -14.486], [-5.393, -6.835, -13.362], [-4.618, -5.374, -15.435], [-3.316, -7.546, -14.901], [-2.979, -3.233, -10.955], [-1.639, -3.618, -12.054], [-2.325, -4.778, -10.990], [-4.639, -4.723, -12.254], [-3.873, -3.688, -13.365], [-6.227, -6.140, -13.268], [-4.887, -6.972, -12.406], [-5.812, -7.797, -13.660], [-6.037, -9.077, -1.250], [-6.386, -8.952, 0.204], [-6.269, -7.602, 0.628], [-7.643, -6.698, 0.554], [-8.423, -7.445, 2.049], [-7.389, -5.280, 0.906], [-8.428, -7.095, -0.598], [-6.020, -10.119, -1.568], [-5.128, -8.542, -1.525], [-6.866, -8.625, -1.795], [-7.356, -9.448, 0.225], [-5.684, -9.648, 0.661], [-7.598, -7.588, 2.747], [-8.869, -8.390, 1.737], [-9.245, -6.877, 2.485], [15.244, 2.208, 5.552], [13.915, 1.684, 5.936], [12.956, 1.529, 5.064], [13.045, 1.562, 3.874], [11.887, 1.126, 5.810], [10.821, 0.672, 5.001], [15.654, 1.750, 4.652], [15.976, 2.170, 6.358], [15.213, 3.271, 5.311], [9.851, 0.514, 5.473], [11.171, -0.159, 4.388], [10.665, 1.485, 4.293]], "smiles": "O=[N+]([O-])c1ccccc1.O=[N+]([O-])c1ccccc1.O=[N+]([O-])c1ccccc1.O=[N+]([O-])c1ccccc1.O=[N+]([O-])c1ccccc1.O=[N+]([O-])c1ccccc1.O=[N+]([O-])c1ccccc1.CCOS(C)(=O)=O.CCOS(C)(=O)=O.CCOS(C)(=O)=O.COC(=O)OC", "homo_ev": -10.01, "orbital_gap_ev": 9.118}


no.,energy (eV)
1,-41506.98298
2,-93150.67167
3,-7198.11440
4,-106105.30390
5,-153195.72885